No. 1
This record from the OMol25 dataset describes C16H39N3O14V2 as an isolated structure. The level of theory is ωB97M-V with the def2-TZVPD basis set.

Structure (XYZ):
```
74
Properties=species:S:1:pos:R:3:mulliken_spin:R:1
V -10.35 14.28 20.28 -0.01
V -8.18 9.80 25.09 0.00
O -7.16 9.26 26.17 0.00
O -12.59 15.77 23.50 0.00
O -12.68 4.04 26.13 0.00
O -9.39 8.76 24.93 0.00
O -11.95 14.43 20.37 0.01
O -8.61 13.34 28.40 0.00
O -9.26 11.12 23.22 0.00
O -11.24 11.08 17.41 0.02
O -9.56 10.73 18.94 0.85
O -10.30 12.37 21.81 0.00
O -10.82 12.52 18.87 0.18
O -11.35 11.82 23.71 0.00
O -14.09 8.40 24.58 0.00
O -9.81 15.23 19.13 0.00
N -9.48 11.48 26.10 0.00
N -14.63 5.43 23.27 0.00
N -10.15 15.73 22.13 0.00
C -13.61 16.59 23.67 0.00
C -10.07 11.46 27.44 0.00
C -10.43 11.44 18.41 -0.05
C -12.11 2.76 26.44 0.00
C -7.43 13.69 29.19 0.00
C -13.31 4.03 24.82 0.00
C -10.65 10.10 27.81 0.00
C -15.30 6.80 23.16 0.00
C -9.04 11.95 28.53 0.00
C -12.93 9.22 24.78 0.00
C -14.11 5.26 24.68 0.00
C -11.33 15.98 24.22 0.00
C -14.40 8.06 23.25 0.00
C -8.84 15.22 24.16 0.00
C -10.25 15.20 23.50 0.00
C -10.28 11.74 22.90 0.00
H -14.48 16.29 23.09 0.00
H -13.18 9.88 25.61 0.00
H -11.53 2.79 27.36 0.00
H -9.80 9.43 27.68 0.00
H -10.97 16.32 22.04 0.00
H -15.34 4.75 23.05 0.00
H -12.10 8.58 25.09 0.00
H -14.04 3.23 24.78 0.00
H -13.42 7.82 22.83 0.00
H -11.37 2.29 25.78 0.00
H -7.51 13.33 30.22 0.00
H -13.42 6.06 24.91 0.00
H -11.46 9.79 27.15 0.00
H -12.92 2.04 26.48 0.00
H -7.35 14.78 29.21 0.00
H -16.13 6.91 23.85 0.00
H -15.65 6.89 22.13 0.00
H -8.56 14.26 24.60 0.00
H -14.97 5.27 25.35 0.00
H -10.94 12.13 27.43 0.00
H -12.59 3.92 24.02 0.00
H -12.02 12.25 23.18 0.00
H -10.29 11.48 25.51 0.00
H -12.63 9.83 23.94 0.00
H -6.52 13.34 28.71 0.00
H -11.30 15.69 25.27 0.00
H -11.62 11.95 17.48 0.00
H -10.92 10.02 28.86 0.00
H -11.10 17.04 24.32 0.00
H -8.71 16.08 24.82 0.00
H -8.16 11.29 28.51 0.00
H -13.24 17.51 23.22 0.00
H -9.15 12.43 26.22 0.00
H -10.54 14.15 23.47 0.00
H -9.29 16.25 22.18 0.00
H -13.79 16.75 24.73 0.00
H -8.07 15.60 23.48 0.00
H -9.44 11.83 29.54 0.00
H -14.83 8.87 22.67 0.00
```

Properties
HOMO-LUMO gap (spin up / spin down), Eh: 0.203 / 0.118
2S+1: 2
Highest occupied orbital energy (spin up / spin down), eV: -10.4972 / -10.4972
LUMO level (spin up / spin down), eV: -4.963 / -7.294
Net charge: +1
Expectation value of S²: 0.756

---

No. 2
This record from the OMol25 dataset describes a 3-piece molecular cluster, C16H40BrN2O2 overall. The level of theory is ωB97M-V with the def2-TZVPD basis set.

Structure (XYZ):
```
61
Properties=species:S:1:pos:R:3:mulliken_spin:R:1
Br -7.22 -18.45 6.94 1.00
O -0.51 -18.05 3.23 0.00
O -11.58 -18.51 8.49 0.00
N -13.67 -20.46 7.62 0.00
N -3.33 -17.86 3.93 0.00
C -3.99 -20.13 5.15 -0.01
C -12.96 -18.22 8.86 0.00
C -4.78 -17.28 4.04 0.01
C -14.91 -21.41 7.55 0.00
C -15.41 -21.97 8.89 0.00
C -2.62 -17.25 5.17 0.00
C -3.26 -19.42 3.95 0.00
C 0.78 -18.49 2.86 0.00
C -10.79 -17.33 8.50 0.01
C -12.47 -21.35 7.76 0.00
C -1.49 -18.00 2.16 0.00
C -13.51 -19.62 6.34 0.00
C -13.55 -20.44 5.00 0.00
C -13.81 -19.48 8.88 0.00
C -2.80 -17.30 2.54 0.00
C -5.85 -17.77 3.07 0.01
H -14.87 -22.16 6.76 0.00
H -12.44 -21.71 8.79 0.00
H -12.58 -22.21 7.10 0.00
H 1.34 -18.29 3.78 0.00
H -2.53 -16.17 5.06 0.00
H -5.19 -17.50 5.02 -0.02
H -4.69 -16.20 3.94 0.00
H -4.98 -19.78 5.45 0.01
H -4.14 -21.19 4.95 0.00
H 0.79 -19.55 2.63 0.00
H -13.56 -20.00 9.81 0.00
H -13.12 -19.96 4.12 0.00
H 1.32 -17.99 2.06 0.00
H -5.94 -18.86 3.05 0.00
H -5.67 -17.46 2.04 0.00
H -14.70 -22.25 9.66 0.00
H -3.61 -19.64 2.94 0.00
H -15.69 -20.71 7.25 0.00
H -12.59 -19.03 6.39 0.00
H -13.09 -17.84 9.87 0.00
H -11.06 -16.50 7.85 0.00
H -3.49 -19.97 6.11 0.00
H -9.79 -17.69 8.25 0.00
H -6.86 -17.55 3.41 0.00
H -11.68 -20.61 7.59 0.00
H -2.60 -16.23 2.54 0.00
H -14.87 -19.24 8.91 0.00
H -1.63 -17.70 5.23 0.00
H -0.91 -17.58 1.34 0.00
H -10.96 -16.94 9.51 0.00
H -15.87 -22.93 8.65 0.00
H -2.19 -19.59 4.02 0.00
H -13.23 -21.48 5.05 0.00
H -13.32 -17.44 8.18 0.00
H -3.11 -17.66 6.05 0.00
H -16.23 -21.37 9.31 0.00
H -3.56 -17.56 1.80 0.00
H -14.47 -19.13 6.49 0.00
H -1.68 -18.99 1.73 0.00
H -14.59 -20.56 4.68 0.00
```

Properties
HOMO-LUMO gap (spin up / spin down), Eh: 0.397 / 0.221
2S+1: 2
Highest occupied orbital energy (spin up / spin down), eV: -14.6618 / -14.6618
LUMO level (spin up / spin down), eV: -3.857 / -8.646
Net charge: +2
Expectation value of S²: 0.752

---

DFT total energy list, top to bottom, in eV: -101723.230 -94340.214